Below is an isolated molecule of C20H30N2O2, with properties calculated with ωB97M-V with the def2-TZVPD basis set.

gap between HOMO and LUMO	9.97	eV
HOMO	-9.30	eV
lowest unoccupied orbital energy	0.67	eV
SMILES string	C=CCNC(=O)C[C@]12C[C@H]3C[C@H](C[C@](CC(=O)NCC=C)(C3)C1)C2
E_tot	-28303.348	eV
charge	0

CARTESIAN COORDINATES (ANGSTROEM)
C: 4.072 2.896 5.317
C: 3.374 2.922 4.197
C: 3.975 3.036 2.830
N: 3.483 2.001 1.945
C: 2.719 2.272 0.859
O: 2.456 3.409 0.525
C: 2.238 1.042 0.114
H: 2.352 1.229 -0.955
H: 2.848 0.178 0.384
C: 0.753 0.736 0.401
C: 0.393 -0.610 -0.238
H: 1.020 -1.400 0.186
H: 0.576 -0.570 -1.311
C: -1.081 -0.946 0.008
C: -1.321 -1.017 1.522
C: -0.970 0.322 2.168
C: -1.849 1.422 1.578
C: -1.607 1.500 0.072
C: -0.140 1.823 -0.200
H: 0.028 1.875 -1.278
H: 0.121 2.793 0.224
C: -1.959 0.163 -0.577
H: -1.796 0.224 -1.654
H: -3.014 -0.071 -0.404
H: -2.236 2.287 -0.358
H: -2.902 1.206 1.778
H: -1.608 2.380 2.043
C: 0.498 0.654 1.909
H: 1.136 -0.115 2.356
H: 0.740 1.610 2.378
H: -1.141 0.256 3.250
H: -0.708 -1.810 1.958
H: -2.368 -1.257 1.722
C: -1.443 -2.306 -0.613
C: -1.362 -2.380 -2.130
O: -0.733 -1.626 -2.841
N: -2.056 -3.428 -2.639
H: -2.584 -4.029 -2.027
C: -2.129 -3.702 -4.059
C: -3.536 -3.612 -4.562
C: -4.134 -4.552 -5.270
H: -5.145 -4.445 -5.623
H: -3.628 -5.464 -5.540
H: -4.055 -2.700 -4.299
H: -1.508 -2.938 -4.540
H: -1.707 -4.691 -4.273
H: -2.456 -2.577 -0.306
H: -0.763 -3.070 -0.220
H: 3.639 1.046 2.225
H: 5.068 2.993 2.886
H: 3.678 3.984 2.367
H: 2.295 2.856 4.216
H: 3.602 2.822 6.282
H: 5.148 2.963 5.314

Below is a structure of composition C20H30N2O8P2RuS3 in a non-equilibrium geometry, with properties calculated with ωB97M-V with the def2-TZVPD basis set.

gap between HOMO and LUMO (spin up / spin down)	6.97 / 6.94	eV
HOMO (spin up / spin down)	-4.57 / -4.54	eV
lowest unoccupied orbital energy (spin up / spin down)	2.40 / 2.40	eV
spin multiplicity	2
E_tot	-94262.949	eV
charge	-1

CARTESIAN COORDINATES (ANGSTROEM)
Ru: 0.104 0.217 0.447
C: -2.148 -2.546 1.044
N: -1.753 -1.270 1.631
C: -2.868 -0.344 1.681
C: -2.416 1.087 1.694
N: -1.657 1.449 0.462
C: -1.309 2.896 0.590
C: -2.469 1.281 -0.758
C: -3.601 2.067 -0.939
C: -4.382 1.953 -2.076
C: -4.015 1.037 -3.054
C: -2.897 0.247 -2.879
C: -2.106 0.334 -1.723
S: -0.791 -0.777 -1.492
C: -0.935 -1.466 2.797
C: -1.382 -1.287 4.093
C: -0.503 -1.462 5.159
C: 0.812 -1.827 4.921
C: 1.262 -2.000 3.617
C: 0.396 -1.822 2.552
S: 0.935 -1.866 0.869
H: -2.878 -3.063 1.683
H: -1.270 -3.176 0.919
H: -2.575 -2.374 0.058
H: -3.558 -0.528 2.518
H: -3.448 -0.513 0.770
H: -1.757 1.297 2.535
H: -3.293 1.738 1.768
H: -2.215 3.477 0.774
H: -0.834 3.241 -0.320
H: -0.637 3.026 1.431
H: -3.878 2.787 -0.180
H: -5.256 2.578 -2.203
H: -4.603 0.944 -3.959
H: -2.614 -0.471 -3.640
H: -2.405 -0.984 4.279
H: -0.846 -1.291 6.172
H: 1.504 -1.934 5.747
H: 2.301 -2.222 3.417
O: 2.693 0.802 3.295
P: 1.735 1.927 2.646
O: 1.861 3.219 3.337
O: 0.400 1.251 2.409
O: 2.359 1.990 1.153
P: 1.964 2.621 -0.256
O: 3.280 2.331 -1.091
O: 1.606 4.042 -0.245
O: 0.884 1.613 -0.756
H: 3.551 1.188 3.505
H: 3.462 1.360 -1.106
C: 3.731 -3.412 -2.320
C: 3.706 -2.126 -3.126
S: 2.562 -0.955 -2.336
O: 3.419 -0.358 -1.266
C: 2.475 0.291 -3.643
C: 1.537 -0.122 -4.763
H: 4.450 -4.116 -2.742
H: 2.750 -3.888 -2.307
H: 4.018 -3.207 -1.288
H: 3.403 -2.284 -4.163
H: 4.670 -1.613 -3.111
H: 3.496 0.499 -3.971
H: 2.098 1.165 -3.110
H: 1.942 -0.939 -5.364
H: 1.359 0.724 -5.428
H: 0.575 -0.434 -4.353

Below is a structure of composition C20H30N3O2PPdS3Si, with properties calculated with ωB97M-V with the def2-TZVPD basis set.

gap between HOMO and LUMO	7.36	eV
HOMO	-7.63	eV
lowest unoccupied orbital energy	-0.27	eV
E_tot	-82949.007	eV
charge	0

CARTESIAN COORDINATES (ANGSTROEM)
Pd: -0.028 -1.010 -0.296
C: -3.103 3.765 3.867
Si: -1.890 3.445 2.471
C: -2.726 3.952 0.883
C: -0.327 4.434 2.746
C: -1.434 1.609 2.538
C: -1.622 0.882 3.704
C: -1.303 -0.477 3.791
C: -0.808 -1.092 2.667
N: -0.601 -0.404 1.541
C: -0.864 0.916 1.450
S: -0.429 1.589 -0.082
H: -3.413 4.812 3.838
H: -2.686 3.582 4.859
H: -4.001 3.153 3.754
H: -3.099 4.972 1.003
H: -3.584 3.313 0.654
H: -2.045 3.921 0.035
H: -0.531 5.507 2.727
H: 0.401 4.213 1.963
H: 0.127 4.191 3.709
H: -2.046 1.366 4.575
H: -1.451 -1.038 4.702
H: -0.557 -2.144 2.639
C: 3.506 0.381 0.280
C: 3.822 0.098 -1.173
C: 3.087 1.014 -2.128
O: 3.612 -1.312 -1.512
P: 2.331 -2.228 -1.423
S: 1.619 -2.533 0.415
S: 0.749 -1.525 -2.434
O: 2.899 -3.598 -1.963
C: 3.753 -3.828 -3.122
C: 3.347 -2.985 -4.315
C: 5.207 -3.658 -2.733
H: 3.887 1.374 0.524
H: 3.980 -0.347 0.937
H: 2.430 0.382 0.461
H: 4.896 0.194 -1.335
H: 2.015 1.013 -1.937
H: 3.266 0.729 -3.165
H: 3.458 2.030 -1.979
H: 3.561 -4.878 -3.345
H: 3.520 -1.924 -4.126
H: 2.297 -3.131 -4.563
H: 3.950 -3.277 -5.176
H: 5.452 -2.607 -2.582
H: 5.841 -4.055 -3.528
H: 5.422 -4.204 -1.815
N: -6.208 1.576 -0.105
C: -5.506 0.689 -0.303
C: -4.628 -0.424 -0.542
C: -5.108 -1.730 -0.553
C: -4.208 -2.756 -0.776
C: -2.872 -2.438 -0.967
N: -2.411 -1.187 -0.950
C: -3.271 -0.197 -0.747
H: -6.158 -1.926 -0.389
H: -4.529 -3.787 -0.796
H: -2.132 -3.211 -1.144
H: -2.852 0.804 -0.730

Below is the ion C20H30N5O4 with charge +1 in a non-equilibrium geometry, with properties calculated with ωB97M-V with the def2-TZVPD basis set.

gap between HOMO and LUMO	8.05	eV
HOMO	-11.98	eV
lowest unoccupied orbital energy	-3.93	eV
SMILES string	CNCn1c(-c2ccncc2)n[n+](CCOC(C)=O)c1CCCCCOC(C)=O
E_tot	-36841.974	eV
charge	+1

CARTESIAN COORDINATES (ANGSTROEM)
C: 3.644 -3.927 0.246
N: 2.283 -3.443 0.728
C: 1.622 -2.538 -0.288
N: 1.226 -1.173 0.230
C: 1.417 0.154 -0.471
C: 2.066 0.542 -1.925
C: 1.209 1.084 -3.241
C: 1.822 1.476 -4.695
N: 3.292 1.406 -4.930
C: 4.114 0.930 -3.782
C: 3.701 0.467 -2.276
N: 0.864 1.328 0.306
N: 0.332 0.787 1.497
C: -0.355 1.659 2.543
C: 0.530 3.044 2.680
O: 0.123 4.007 1.615
C: 1.366 4.474 0.947
C: 1.492 4.350 -0.716
O: 2.418 5.023 1.610
C: 0.529 -0.717 1.492
C: 0.021 -1.759 2.658
C: -1.162 -2.696 1.937
C: -2.058 -1.853 0.835
C: -3.463 -2.628 0.400
C: -4.109 -1.696 -0.828
O: -5.210 -0.818 -0.360
C: -5.021 0.568 -0.817
C: -4.870 1.794 0.298
O: -4.997 0.963 -2.115
H: 3.664 -4.240 -0.891
H: 4.416 -3.074 0.513
H: 3.946 -4.906 0.856
H: 2.380 -2.989 1.666
H: 2.312 -2.389 -1.236
H: 0.624 -3.057 -0.685
H: 0.030 1.178 -3.111
H: 1.075 1.863 -5.539
H: 5.289 0.883 -3.997
H: 4.491 0.118 -1.453
H: -1.422 1.935 2.086
H: -0.533 1.104 3.574
H: 0.309 3.526 3.736
H: 1.669 2.709 2.558
H: 0.404 4.300 -1.184
H: 2.095 5.239 -1.187
H: 2.095 3.361 -1.000
H: 0.876 -2.398 3.142
H: -0.543 -1.100 3.470
H: -1.830 -3.226 2.743
H: -0.551 -3.508 1.313
H: -1.483 -1.667 -0.193
H: -2.287 -0.803 1.346
H: -3.197 -3.673 -0.105
H: -4.222 -2.754 1.282
H: -3.258 -1.067 -1.361
H: -4.581 -2.369 -1.691
H: -5.501 2.751 0.012
H: -3.741 2.067 0.465
H: -5.348 1.377 1.295